DFT (the ωB97M-V functional and the def2-TZVPD basis) results for a 2-piece molecular cluster, C6H9NO overall in a non-equilibrium geometry.

Geometry (Å):
1 N 2.208 0.774 0.529
2 C 1.095 0.233 -0.080
3 C 0.501 -0.928 0.428
4 C -0.759 -1.327 0.009
5 C -1.330 -0.651 -1.070
6 C -0.636 0.357 -1.713
7 C 0.601 0.803 -1.248
8 H 2.597 1.590 0.103
9 H 2.740 0.335 1.252
10 H 1.063 -1.441 1.203
11 H -1.238 -2.087 0.606
12 H -2.242 -1.057 -1.497
13 H -1.103 0.819 -2.572
14 H 1.089 1.583 -1.823
15 H -1.487 0.899 1.335
16 H -1.334 -0.423 2.352
17 O -1.549 0.492 2.195

Forces on atoms 1 to 3 (eV/Å):
-0.1 0.3 -0.4
1.0 -0.3 -0.1
0.1 0.3 0.3

Results
highest occupied orbital energy	-0.2946	Eh
frontier orbital gap	8.99	eV
LUMO energy	0.03575	Eh

---

DFT (the ωB97M-V functional and the def2-TZVPD basis) results for C6H9NO as an isolated structure in a non-equilibrium geometry.

Geometry (Å):
1 C 0.668 -0.252 -0.234
2 C 0.162 0.240 1.169
3 C -0.886 0.934 0.219
4 C 0.371 1.091 -0.828
5 C -1.536 -0.205 -0.194
6 C -0.492 -1.023 -0.842
7 H 2.055 -1.622 0.632
8 H 2.472 -0.104 0.192
9 H 0.956 0.890 1.849
10 H -0.267 -0.532 1.736
11 H -1.515 1.726 0.472
12 H 0.943 2.032 -0.488
13 H -0.033 0.989 -1.899
14 H -2.835 -0.099 -0.249
15 H -0.849 -1.788 -1.811
16 N 1.869 -0.868 -0.146
17 O -1.082 -1.409 0.421

Forces on atoms 1 to 3 (eV/Å):
0.0 0.4 1.2
1.3 3.2 0.6
4.5 3.6 1.8

Results
highest occupied orbital energy	-0.3218	Eh
frontier orbital gap	9.71	eV
LUMO energy	0.03507	Eh

---

DFT (the ωB97M-V functional and the def2-TZVPD basis) results for one molecule with the formula C6H9NO in a non-equilibrium geometry.

Geometry (Å):
1 C 1.494 -0.035 -1.219
2 C 0.539 -0.799 -0.377
3 C -0.901 -0.432 -0.612
4 C -0.252 0.108 0.638
5 C -0.016 1.524 0.686
6 C 0.225 2.675 0.914
7 H 0.993 0.626 -1.951
8 H 2.080 -0.752 -1.781
9 H 2.204 0.562 -0.688
10 H 0.833 -1.831 -0.066
11 H -1.288 0.263 -1.348
12 H -2.059 -1.863 -1.078
13 H -1.500 -1.109 1.743
14 H -0.062 -0.838 2.497
15 H 0.281 3.729 1.047
16 N -0.733 -0.463 1.874
17 O -1.838 -1.367 -0.280

Forces on atoms 1 to 3 (eV/Å):
0.5 -0.2 -1.4
-0.5 1.2 0.4
0.2 -0.2 1.0

Results
highest occupied orbital energy	-0.3175	Eh
frontier orbital gap	9.39	eV
LUMO energy	0.02761	Eh

---

DFT (the ωB97M-V functional and the def2-TZVPD basis) results for C6H9NO as an isolated structure in a non-equilibrium geometry.

Geometry (Å):
1 C 0.299 2.573 0.122
2 C -0.311 -1.638 -0.264
3 C 0.330 -0.214 -0.230
4 C -0.310 0.243 0.988
5 C -0.629 1.424 0.355
6 C 0.338 -2.734 0.121
7 O -1.587 -1.680 -0.730
8 N 1.443 0.009 -0.832
9 H -1.820 -0.816 -1.094
10 H 1.935 -0.843 -1.098
11 H -0.937 -0.309 1.673
12 H -1.674 1.725 0.414
13 H -0.009 -3.711 -0.174
14 H 1.311 -2.663 0.578
15 H -0.091 3.222 -0.662
16 H 0.425 3.162 1.031
17 H 1.287 2.250 -0.199

Forces on atoms 1 to 3 (eV/Å):
0.5 -0.3 -1.6
0.5 0.1 -0.9
3.0 -5.0 2.0

Results
highest occupied orbital energy	-0.3036	Eh
frontier orbital gap	8.28	eV
LUMO energy	0.00052	Eh

---

DFT (the ωB97M-V functional and the def2-TZVPD basis) results for one molecule with the formula C6H9NO in a non-equilibrium geometry.

Geometry (Å):
1 C -0.407 -0.704 -1.019
2 C 0.133 0.497 0.645
3 C 1.372 -0.103 0.182
4 C -0.979 -0.549 0.248
5 C 2.599 0.767 0.232
6 C -2.393 -0.021 0.430
7 N -0.239 -0.826 -2.230
8 O -0.189 1.613 1.031
9 H 1.425 -1.117 0.269
10 H -0.925 -1.385 0.846
11 H 2.258 1.720 0.535
12 H 3.196 0.685 -0.671
13 H 3.301 0.442 0.944
14 H -2.251 1.031 0.702
15 H -2.979 -0.556 1.199
16 H -2.968 -0.149 -0.515
17 H -0.953 -1.346 -2.828

Forces on atoms 1 to 3 (eV/Å):
2.0 0.4 -2.7
0.4 -0.5 0.2
-1.7 3.6 0.1

Results
highest occupied orbital energy (spin up / spin down)	-0.2938 / -0.2938	Eh
frontier orbital gap (spin up / spin down)	8.56 / 8.56	eV
LUMO energy (spin up / spin down)	0.02073 / 0.02073	Eh

---

DFT (the ωB97M-V functional and the def2-TZVPD basis) results for one molecule with the formula C6H9NO2 in a non-equilibrium geometry.

Geometry (Å):
1 C -0.291 -2.133 -0.200
2 C 0.985 -0.065 -0.680
3 C -0.782 0.165 0.734
4 C 0.511 1.178 -0.910
5 C -0.436 0.709 1.928
6 C 0.582 2.371 -1.438
7 O 2.206 -0.560 -0.983
8 O -2.103 -0.005 0.363
9 N 0.107 -0.779 0.100
10 H 2.366 -1.366 -0.475
11 H -2.638 0.165 1.149
12 H -0.342 -2.352 -1.271
13 H 0.468 -2.789 0.230
14 H -1.255 -2.477 0.175
15 H 0.609 0.793 2.174
16 H -1.124 1.359 2.444
17 H 0.511 3.263 -0.829
18 H 0.626 2.524 -2.510

Forces on atoms 1 to 3 (eV/Å):
0.4 -1.0 -0.4
-1.6 2.2 -0.6
-0.6 -2.5 2.7

Results
highest occupied orbital energy	-0.2625	Eh
frontier orbital gap	7.75	eV
LUMO energy	0.02224	Eh

---

DFT (the ωB97M-V functional and the def2-TZVPD basis) results for one molecule with the formula C6H9NO2 in a non-equilibrium geometry.

Geometry (Å):
1 C 2.090 0.423 0.613
2 C -0.407 -1.865 -0.238
3 C -1.696 0.172 0.560
4 C 0.352 1.364 -0.855
5 C 0.737 0.415 -0.040
6 C -0.290 -0.543 0.514
7 O -2.348 0.309 -0.618
8 N 0.005 2.184 -1.625
9 O -2.205 0.521 1.613
10 H -1.791 0.160 -1.407
11 H -0.418 2.995 -1.151
12 H -0.030 -0.775 1.556
13 H 2.806 1.030 0.049
14 H 2.016 0.837 1.624
15 H 2.495 -0.591 0.686
16 H -0.733 -1.730 -1.274
17 H 0.555 -2.389 -0.260
18 H -1.138 -2.517 0.253

Forces on atoms 1 to 3 (eV/Å):
0.4 0.1 -0.2
0.0 -0.4 -0.1
0.3 -0.6 1.8

Results
highest occupied orbital energy	-0.3238	Eh
frontier orbital gap	9.46	eV
LUMO energy	0.02374	Eh

---

DFT (the ωB97M-V functional and the def2-TZVPD basis) results for one molecule with the formula C6H9NO2 in a non-equilibrium geometry.

Geometry (Å):
1 C 2.356 -0.864 -0.103
2 C -0.088 -0.485 0.079
3 C -2.444 -0.700 0.156
4 C 0.022 0.697 -0.871
5 C 0.002 1.998 -0.578
6 C 0.160 -0.056 1.508
7 H 2.691 -0.730 0.936
8 H 2.451 0.169 -0.614
9 H 2.945 -1.668 -0.583
10 H -3.274 -1.417 0.024
11 H -2.577 -0.280 1.150
12 H -2.469 0.117 -0.584
13 H 0.078 0.354 -1.932
14 H -0.176 2.274 0.530
15 H 0.125 2.734 -1.380
16 N 0.374 0.539 2.518
17 O 1.011 -1.367 -0.206
18 O -1.187 -1.317 -0.049

Forces on atoms 1 to 3 (eV/Å):
-0.3 1.0 -0.7
2.0 -0.7 0.5
-0.3 0.8 -0.7

Results
highest occupied orbital energy	-0.3897	Eh
frontier orbital gap	11.54	eV
LUMO energy	0.03425	Eh

---

DFT (the ωB97M-V functional and the def2-TZVPD basis) results for a 2-piece molecular cluster, C6H9NO2S2 overall in a non-equilibrium geometry.

Geometry (Å):
1 C 2.704 -1.560 -0.561
2 C 2.291 -0.701 -1.436
3 C 2.345 -0.114 1.093
4 C -2.571 0.628 -0.854
5 C -2.428 0.125 1.526
6 C -2.100 -0.310 0.163
7 N 2.524 -1.294 0.749
8 O 3.008 1.720 -0.941
9 O 0.671 1.349 -0.304
10 S -0.909 -1.446 -0.142
11 S 1.984 0.866 -0.412
12 H 3.094 -2.502 -0.870
13 H 2.354 -0.570 -2.448
14 H -3.529 0.355 -1.082
15 H -2.543 1.655 -0.486
16 H -1.902 0.588 -1.823
17 H -1.883 -0.459 2.302
18 H -3.454 0.355 1.633
19 H -1.824 1.074 1.715
20 H 2.169 0.242 2.178

Forces on atoms 1 to 3 (eV/Å):
0.0 -1.6 -2.4
-1.2 3.0 2.6
-0.7 1.4 1.3

Results
highest occupied orbital energy	-0.3104	Eh
frontier orbital gap	7.88	eV
LUMO energy	-0.02074	Eh

---

DFT (the ωB97M-V functional and the def2-TZVPD basis) results for a 2-piece molecular cluster, C6H9NO3 overall in a non-equilibrium geometry.

Geometry (Å):
1 O -0.115 -2.515 -0.650
2 C -0.121 -1.107 -0.593
3 C -0.037 -0.611 0.853
4 O 1.051 -1.211 1.530
5 C -0.007 0.860 0.945
6 C 0.092 2.067 0.932
7 C 0.085 3.528 0.806
8 C -0.975 4.191 1.586
9 N -1.803 4.669 2.236
10 H 0.616 -2.851 -0.119
11 H 0.717 -0.698 -1.182
12 H -1.049 -0.753 -1.059
13 H -0.936 -0.969 1.378
14 H 1.879 -0.864 1.181
15 H 1.055 3.938 1.133
16 H -0.037 3.821 -0.250
17 O -0.461 -3.919 -3.101
18 H 0.432 -4.133 -3.382
19 H -0.385 -3.445 -2.245

Forces on atoms 1 to 3 (eV/Å):
-0.2 -0.1 0.1
0.2 0.5 -0.3
-0.5 0.0 0.3

Results
highest occupied orbital energy	-0.3921	Eh
frontier orbital gap	10.93	eV
LUMO energy	0.00961	Eh

---

DFT (the ωB97M-V functional and the def2-TZVPD basis) results for a 2-piece molecular cluster, C6H9NO3 overall in a non-equilibrium geometry.

Geometry (Å):
1 C -2.579 -0.975 -1.255
2 C -1.962 -0.047 -0.805
3 C -0.323 1.910 -1.055
4 C 1.302 -0.909 -0.382
5 C -1.451 1.258 -0.315
6 C 1.169 -0.810 1.092
7 N 0.012 0.085 1.373
8 O 0.796 2.097 -1.476
9 O -1.528 2.337 -1.418
10 O 2.384 -0.334 1.583
11 H -3.094 -1.825 -1.514
12 H 1.869 -0.143 -0.794
13 H 1.900 -1.805 -0.582
14 H 0.389 -1.150 -1.009
15 H -1.998 1.602 0.483
16 H 0.921 -1.798 1.605
17 H 0.267 0.752 2.090
18 H -0.809 -0.316 1.540
19 H 2.735 0.070 0.839

Forces on atoms 1 to 3 (eV/Å):
1.2 1.5 1.0
-0.1 0.9 0.1
0.0 0.7 -0.9

Results
highest occupied orbital energy	-0.3417	Eh
frontier orbital gap	9.96	eV
LUMO energy	0.02432	Eh

---

DFT (the ωB97M-V functional and the def2-TZVPD basis) results for one molecule with the formula C6H9NO3 in a non-equilibrium geometry.

Geometry (Å):
1 C -1.155 -2.132 -0.635
2 C 0.871 -1.078 -0.795
3 C 1.608 0.205 -0.507
4 C 0.373 1.136 1.419
5 C -0.487 1.919 0.487
6 C -1.657 2.515 1.209
7 H -0.884 -2.655 -1.828
8 H -2.309 -1.978 -0.132
9 H -0.665 -2.776 0.078
10 H 1.105 -1.406 -1.899
11 H 1.146 -1.986 -0.031
12 H 1.061 0.991 -1.202
13 H 2.884 -0.059 -0.653
14 H 0.103 2.708 0.004
15 H -0.704 1.091 -0.160
16 N -2.572 2.881 1.764
17 O -0.493 -0.909 -0.552
18 O 1.527 0.601 0.886
19 O 0.247 0.934 2.550

Forces on atoms 1 to 3 (eV/Å):
-1.8 -0.8 -1.1
1.1 -2.8 0.7
2.1 0.3 -0.5

Results
highest occupied orbital energy	-0.3971	Eh
frontier orbital gap	11.33	eV
LUMO energy	0.01940	Eh

---

DFT (the ωB97M-V functional and the def2-TZVPD basis) results for one molecule with the formula C6H9NO3 in a non-equilibrium geometry.

Geometry (Å):
1 O -0.161 0.120 2.870
2 C -0.542 0.685 1.868
3 N -0.978 -0.691 0.046
4 C 0.205 -0.368 -0.696
5 C 1.208 -1.455 -0.953
6 C 0.434 -0.862 -2.102
7 C 0.759 0.967 -0.300
8 O -0.174 2.040 -0.197
9 C 0.370 1.520 1.002
10 H -1.194 -1.678 0.101
11 H 2.268 -1.213 -0.856
12 H 0.944 -2.460 -0.620
13 H -0.363 -1.464 -2.539
14 H 0.960 -0.210 -2.800
15 H 1.718 1.254 -0.739
16 H 1.048 2.176 1.554
17 H -1.982 -0.049 0.085
18 O -2.045 1.023 1.744
19 H -2.475 0.665 2.531

Forces on atoms 1 to 3 (eV/Å):
-0.5 0.6 -1.7
-2.4 0.4 2.6
-3.3 1.6 0.6

Results
highest occupied orbital energy	-0.3291	Eh
frontier orbital gap	9.79	eV
LUMO energy	0.03054	Eh

---

DFT (the ωB97M-V functional and the def2-TZVPD basis) results for one molecule with the formula C6H9NO3S in a non-equilibrium geometry.

Geometry (Å):
1 C 2.663 0.464 0.049
2 C -0.094 -0.688 -0.872
3 C -1.145 -1.689 -0.454
4 C -0.830 0.902 0.777
5 C -2.460 0.023 0.516
6 C 1.275 1.182 -0.197
7 N 0.225 0.270 0.227
8 O 2.703 -0.531 0.904
9 O 3.587 0.701 -0.642
10 O -2.408 -1.026 -0.320
11 S -2.204 1.632 -0.231
12 H 0.916 -1.045 -1.069
13 H -0.638 -0.283 -1.670
14 H -1.516 -2.535 -1.214
15 H -0.765 -2.025 0.583
16 H -0.598 1.237 1.715
17 H -3.030 0.098 1.319
18 H 1.103 1.590 -1.169
19 H 1.389 2.204 0.439
20 H 1.827 -0.480 1.309

Forces on atoms 1 to 3 (eV/Å):
-1.5 0.6 -2.2
0.6 -0.4 1.1
-0.2 -2.1 1.3

Results
highest occupied orbital energy	-0.3288	Eh
frontier orbital gap	9.53	eV
LUMO energy	0.02162	Eh